[1]
C36H28Cl5F3N2ORuSi as an isolated structure, computed with ωB97M-V/def2-TZVPD.

Element x y z (Å)
Ru 0.2239 0.8643 0.2633
Cl 5.7780 5.5574 0.7904
C 4.7599 4.2165 0.4135
C 3.4196 4.2289 0.7682
Cl 2.7384 5.5833 1.5890
C 2.6199 3.1397 0.4590
Cl 0.9228 3.1452 0.8775
C 3.0807 1.9863 -0.1962
O 2.3281 0.9686 -0.4702
C 4.4516 2.0107 -0.5477
Cl 5.0628 0.6208 -1.3641
C 5.2661 3.0930 -0.2517
Cl 6.9259 3.0599 -0.7066
C -3.5183 2.9951 0.3572
Si -2.9162 1.4252 -0.4443
C -3.9472 0.9280 -1.9053
C -3.0249 0.0534 0.7913
N -1.2101 1.6577 -0.9497
C -0.8480 2.3760 -2.0693
C 0.4559 2.2480 -2.6013
C 0.8452 2.9770 -3.7063
C -0.0418 3.8525 -4.3240
C -1.3378 3.9844 -3.8286
C -1.7415 3.2584 -2.7285
H -4.4099 2.7802 0.9554
H -3.7787 3.7702 -0.3678
H -2.7531 3.4029 1.0247
H -4.9369 0.6310 -1.5415
H -3.4945 0.0606 -2.3976
H -4.0814 1.7107 -2.6551
H -4.0871 -0.1446 0.9819
H -2.5664 0.3150 1.7482
H -2.5597 -0.8637 0.4201
H 1.1471 1.5489 -2.1513
H 1.8500 2.8587 -4.0917
H 0.2706 4.4256 -5.1876
H -2.0361 4.6599 -4.3057
H -2.7451 3.3914 -2.3473
F -0.6706 -7.9576 -3.1354
C -1.6454 -7.0589 -3.3691
F -2.7935 -7.5983 -2.9324
F -1.7431 -6.9462 -4.7074
C -1.3493 -5.7380 -2.7244
C -0.1849 -5.0695 -3.0817
C 0.1166 -3.8482 -2.5068
C -0.7418 -3.2741 -1.5626
C -1.9077 -3.9609 -1.2137
C -2.2104 -5.1857 -1.7902
C -0.4389 -1.9991 -0.9651
C -0.1859 -0.9259 -0.4606
H 0.4827 -5.5079 -3.8141
H 1.0200 -3.3201 -2.7838
H -2.5758 -3.5210 -0.4841
H -3.1157 -5.7103 -1.5162
C -2.2112 0.3301 4.9441
C -1.6086 1.4821 4.4614
C -0.5889 1.4006 3.5218
C -0.1581 0.1575 3.0692
C -0.7486 -1.0020 3.5727
C -1.7762 -0.9121 4.4949
N 0.8339 0.0585 2.0579
C 1.9353 -0.7390 2.3187
C 2.6377 -1.3528 1.2658
C 3.7526 -2.1213 1.5406
C 4.1971 -2.2874 2.8476
C 3.5100 -1.6818 3.8974
C 2.3882 -0.9205 3.6442
H -3.0151 0.3973 5.6674
H -1.9294 2.4536 4.8160
H -0.1025 2.2964 3.1650
H -0.4168 -1.9630 3.1982
H -2.2415 -1.8174 4.8644
H 2.2877 -1.2318 0.2551
H 4.2819 -2.5938 0.7238
H 5.0775 -2.8841 3.0499
H 3.8587 -1.7962 4.9156
H 1.8681 -0.4278 4.4554

The highest occupied orbital energy (alpha / beta) is -0.29590 / -0.28864 hartree. As for the multiplicity: 5. As for the expectation value of S²: 6.068.

---

[2]
C36H28ClNO12PSW as an isolated structure at a distorted geometry, computed with ωB97M-V/def2-TZVPD.

Element x y z (Å)
W 0.0375 0.2592 -1.0382
C -1.4312 3.5460 -2.2275
C -1.1064 4.1442 -0.8862
C -2.3669 4.2954 -0.0390
C 0.0016 3.4309 -0.1037
C 0.2582 4.0710 1.2964
O -0.3289 3.0796 2.1706
C -0.5972 1.9711 1.4738
N -0.3542 2.0498 0.2130
C -1.3219 0.9696 2.2968
C -2.2074 1.4960 3.1976
C -2.8789 0.6971 4.1087
C -2.6512 -0.6540 4.0846
C -1.7790 -1.2170 3.1278
C -1.1379 -0.4233 2.2314
P -0.0997 -1.2881 0.9871
C -0.8760 -2.9602 0.7037
C -0.0780 -4.0588 0.8438
C -0.5793 -5.3550 0.8008
C -1.9262 -5.6015 0.6641
C -2.7845 -4.5177 0.5573
C -2.2155 -3.2209 0.5336
C 1.3830 -1.6913 1.9745
C 1.6064 -1.2265 3.2845
C 2.8701 -1.3410 3.8959
C 3.8675 -2.0074 3.2500
C 3.6604 -2.4659 1.9528
C 2.4750 -2.2801 1.2950
H -2.1418 4.2120 -2.7086
H -1.8811 2.5948 -2.1808
H -0.5056 3.4831 -2.8028
H -0.7641 5.1844 -1.0557
H -3.1533 4.7106 -0.6584
H -2.3094 4.8762 0.8800
H -2.6693 3.2497 0.1828
H 0.9248 3.3959 -0.7083
H -0.2169 5.0143 1.3547
H 1.3268 4.0902 1.4649
H -2.3229 2.5524 3.1670
H -3.4578 1.2110 4.8985
H -3.2346 -1.2973 4.7614
H -1.5404 -2.2761 3.0747
H 0.9945 -3.9683 1.0223
H 0.0258 -6.2301 0.9285
H -2.3568 -6.6080 0.8104
H -3.8528 -4.6537 0.4118
H -2.9156 -2.3896 0.5021
H 0.8659 -0.6635 3.8291
H 3.0355 -0.9822 4.9066
H 4.8353 -2.1949 3.6918
H 4.4663 -3.0276 1.4595
H 2.4281 -2.5337 0.2539
O 4.3515 0.3870 0.1692
Cl 3.2204 1.2620 0.0553
O 3.0451 2.1212 1.1866
O 2.0247 0.3545 -0.0140
O 3.2919 2.0854 -1.1157
O -6.0976 -0.4976 -2.4532
C -4.9239 -0.4063 -2.2507
C -3.7627 -0.1469 -3.2823
O -3.8664 -0.0291 -4.5055
C -2.5824 -0.0311 -2.4360
C -2.8617 -0.3165 -1.1510
O -1.8704 -0.2523 -0.3231
C -4.2163 -0.6600 -0.9627
O -4.8092 -1.0323 0.0327
O -1.4127 0.2779 -2.7610
O 1.3592 2.4587 -4.1024
C 1.5454 1.5734 -3.2987
O 0.7720 1.5193 -2.2759
C 2.5762 0.5059 -3.4575
C 3.8287 0.9107 -3.8320
C 4.8994 0.0796 -3.9307
C 4.7320 -1.2468 -3.6595
C 3.4923 -1.6985 -3.2518
C 2.4508 -0.8200 -3.0606
S 0.9346 -1.5336 -2.3945
H 3.9692 1.9530 -4.0502
H 5.9010 0.4282 -4.2177
H 5.5672 -1.9488 -3.7046
H 3.4218 -2.7478 -3.0868

The highest occupied orbital energy (alpha / beta) is -0.17600 / -0.19502 hartree. As for the multiplicity: 3. As for the expectation value of S²: 2.014. As for the charge: -1.